1.
Computed, not measured: a single C23H27NO4 molecule, with ωB97M-V with the def2-TZVPD basis set.

Summary:
- Relative energy (zero: lowest compared OMol25 entry of this formula, charge and spin): 0.0 kJ/mol
- Kohn-Sham gap: 9.23 eV
- SMILES string: COC(=O)c1cccc(C(=O)N2CCC(CO)(CCc3ccccc3)CC2)c1
- Net charge: 0
- Spin multiplicity: 1
- F_max: 0.52 eV Å⁻¹
- E: -33970.359 eV

Geometry (Å):
C1 4.7745 4.5020 0.1527
H1 5.7278 5.0090 0.0292
H2 4.0573 4.8430 -0.5969
H3 4.3624 4.6953 1.1452
O1 5.0372 3.1163 -0.0101
C2 3.9844 2.3018 0.1128
O2 2.8619 2.6911 0.3390
C3 4.3330 0.8725 -0.0695
C4 3.3601 -0.0630 0.2618
C5 3.5838 -1.4171 0.0692
C6 4.8149 -1.8380 -0.4198
C7 5.7915 -0.9079 -0.7407
C8 5.5572 0.4459 -0.5763
H4 6.3106 1.1730 -0.8352
H5 6.7431 -1.2441 -1.1246
H6 5.0003 -2.8939 -0.5473
C9 2.5296 -2.3977 0.4903
O3 2.7202 -3.1847 1.3999
N1 1.3520 -2.3171 -0.1644
C10 1.0708 -1.5118 -1.3255
H7 0.6483 -2.1732 -2.0913
C11 0.0676 -0.3954 -0.9977
H8 0.6012 0.4988 -0.6711
H9 -0.4617 -0.1317 -1.9149
C12 -0.9477 -0.8266 0.0862
C13 -1.0951 -2.3551 0.0305
H10 -1.8365 -2.6893 0.7553
C14 0.2201 -3.0879 0.3139
H11 0.2101 -4.0739 -0.1679
H12 0.3679 -3.2460 1.3848
H13 -1.4619 -2.6228 -0.9628
C15 -0.4572 -0.4008 1.4902
O4 -0.5541 0.9795 1.7336
H14 0.0859 1.4551 1.1905
H15 0.5711 -0.7482 1.6490
H16 -1.0865 -0.8719 2.2488
C16 -2.2943 -0.1447 -0.2269
H17 -2.1141 0.9224 -0.3718
H18 -2.6766 -0.5474 -1.1688
C17 -3.3789 -0.2925 0.8474
C18 -4.6587 0.3141 0.3475
C19 -4.9068 1.6707 0.5139
C20 -6.0670 2.2413 0.0222
C21 -6.9958 1.4615 -0.6460
C22 -6.7571 0.1092 -0.8192
C23 -5.5952 -0.4584 -0.3270
H19 -5.4146 -1.5159 -0.4633
H20 -7.4787 -0.5054 -1.3382
H21 -7.9032 1.9055 -1.0285
H22 -6.2490 3.2972 0.1617
H23 -4.1842 2.2799 1.0378
H24 -3.0580 0.2241 1.7512
H25 -3.5414 -1.3464 1.0777
H26 1.9966 -1.0918 -1.7205
H27 2.4328 0.2912 0.6840


2.
Computed, not measured: a 18-piece molecular cluster, C23H28BCl51O4 overall in a non-equilibrium geometry, with ωB97M-V with the def2-TZVPD basis set.

Summary:
- Kohn-Sham gap: 3.42 eV
- Net charge: -2
- Spin multiplicity: 1
- F_max: 6.75 eV Å⁻¹
- E: -671810.955 eV

Geometry (Å):
C1 1.4427 0.5115 -0.2713
C2 0.5277 -0.8759 -0.4578
C3 1.3176 -2.0399 0.3933
B1 0.3524 -2.9895 1.3266
O1 0.6757 -2.7564 2.7478
C4 1.9396 -3.4800 3.0999
C5 2.1617 -4.6082 1.9175
C6 3.6441 -4.6920 1.1977
O2 4.1635 -3.7496 0.4065
O3 4.4997 -5.8890 1.4605
O4 0.9675 -4.3439 1.0930
H1 1.1710 1.3384 -1.0541
H2 2.5702 0.1337 -0.3652
H3 1.2867 0.8556 0.8581
H4 -0.5943 -0.7231 -0.1593
H5 0.5817 -1.1876 -1.6077
H6 1.9153 -2.6869 -0.3906
H7 2.1136 -1.5370 1.0901
H8 -0.7842 -3.1250 1.0340
H9 2.0176 -3.9648 4.1627
H10 2.7844 -2.6796 2.8870
H11 2.1196 -5.6702 2.4604
C7 -3.0195 1.4381 -0.7630
Cl1 -2.6953 0.4010 -2.1625
Cl2 -2.7321 0.5548 0.7459
Cl3 -2.0211 2.9005 -0.8277
H12 -4.0704 1.7371 -0.7921
C8 3.7380 3.1207 -2.6074
Cl4 4.3969 2.3732 -1.1424
Cl5 4.1779 2.1754 -4.0400
Cl6 1.9778 3.2829 -2.4855
H13 4.1697 4.1198 -2.7083
C9 -6.3276 4.4766 -0.8516
Cl7 -7.1126 5.3926 -2.1494
Cl8 -5.9850 2.8200 -1.3787
Cl9 -4.8387 5.2847 -0.3323
H14 -7.0107 4.4324 0.0005
C10 -10.1789 5.6127 0.2322
Cl10 -10.9638 6.5287 -1.0655
Cl11 -9.8363 3.9561 -0.2949
Cl12 -8.6900 6.4208 0.7516
H15 -10.8620 5.5686 1.0844
C11 4.0426 -2.4325 -2.7044
Cl13 2.8553 -1.4103 -1.8769
Cl14 3.3111 -3.2202 -4.1130
Cl15 5.4549 -1.4785 -3.1887
H16 4.3731 -3.2084 -2.0091
C12 -8.1086 2.7496 -4.5522
Cl16 -8.5930 4.3326 -5.1836
Cl17 -9.4454 1.9983 -3.6645
Cl18 -7.5649 1.6948 -5.8680
H17 -7.2748 2.8951 -3.8606
C13 4.7004 -7.4802 -1.8168
Cl19 6.4684 -7.5880 -1.7714
Cl20 4.1858 -6.1206 -2.8297
Cl21 3.9996 -8.9965 -2.4077
H18 4.3398 -7.3076 -0.7995
C14 1.3438 -6.5223 5.8081
Cl22 0.1565 -5.5001 6.6356
Cl23 0.6124 -7.3099 4.3995
Cl24 2.7562 -5.5683 5.3238
H19 1.6743 -7.2982 6.5034
C15 3.3165 6.2275 0.4970
Cl25 1.7464 5.4066 0.5011
Cl26 4.2530 5.7865 1.9350
Cl27 4.2190 5.8369 -0.9770
H20 3.1412 7.3062 0.5177
C16 -14.0824 3.7970 -2.2842
Cl28 -12.4687 3.6377 -1.5702
Cl29 -13.9722 4.4273 -3.9365
Cl30 -14.9266 2.2392 -2.2677
H21 -14.6567 4.5063 -1.6827
C17 -0.0814 -5.4124 -4.7155
Cl31 -0.7409 -4.2397 -3.5626
Cl32 0.7946 -4.5835 -6.0136
Cl33 0.9776 -6.5685 -3.8899
H22 -0.9138 -5.9642 -5.1595
C18 9.5511 -5.2102 -0.1903
Cl34 10.2100 -5.9577 1.2748
Cl35 9.9909 -6.1556 -1.6229
Cl36 7.7908 -5.0480 -0.0683
H23 9.9827 -4.2112 -0.2911
C19 -5.4646 7.9203 2.2816
Cl37 -6.1241 9.0930 3.4345
Cl38 -4.5886 8.7492 0.9835
Cl39 -4.4056 6.7642 3.1072
H24 -6.2970 7.3685 1.8376
C20 -1.7243 6.3832 5.5601
Cl40 -2.1570 4.7224 6.0002
Cl41 -1.2684 7.3098 6.9999
Cl42 -0.4082 6.3896 4.3737
H25 -2.5983 6.8583 5.1073
C21 9.2305 -5.1364 5.2054
Cl43 7.6108 -5.7246 5.6174
Cl44 9.1611 -3.4508 4.6637
Cl45 10.3230 -5.3001 6.5908
H26 9.6200 -5.7457 4.3858
C22 3.8581 1.1737 3.2941
Cl46 5.4718 1.0145 4.0082
Cl47 3.9684 1.8040 1.6419
Cl48 3.0139 -0.3840 3.3107
H27 3.2839 1.8830 3.8956
C23 1.4632 0.4706 -6.3827
Cl49 2.1221 -0.2769 -4.9176
Cl50 1.9030 -0.4747 -7.8153
Cl51 -0.2971 0.6328 -6.2607
H28 1.8949 1.4697 -6.4835


3.
Computed, not measured: C23H28BeN4OS2SeSi as an isolated structure in a non-equilibrium geometry, with ωB97M-V with the def2-TZVPD basis set.

Summary:
- Relative energy (zero: lowest compared OMol25 entry of this formula, charge and spin): 83.8 kJ/mol
- Kohn-Sham gap: 6.25 eV
- Net charge: 0
- Spin multiplicity: 1
- F_max: 2.58 eV Å⁻¹
- E: -127611.234 eV

Geometry (Å):
Be1 -0.6249 -0.3099 0.1137
S1 0.1776 -0.6757 1.9134
C1 0.5215 1.0502 1.8711
N1 0.6309 1.7593 2.9595
N2 0.4709 1.1714 4.1063
C2 0.2550 1.8738 5.2690
C3 0.0620 3.2559 5.2285
C4 -0.1726 3.9455 6.3989
C5 -0.2089 3.2762 7.6131
C6 -0.0218 1.9027 7.6517
C7 0.2039 1.1950 6.4877
N3 0.5929 1.7200 0.7294
N4 0.1874 1.1126 -0.3197
C8 0.1421 1.8459 -1.4942
C9 0.1346 3.2448 -1.4708
C10 0.0113 3.9418 -2.6547
C11 -0.0912 3.2641 -3.8623
C12 -0.0745 1.8781 -3.8848
C13 0.0436 1.1660 -2.7094
H1 0.3627 0.1480 4.1214
H2 0.0940 3.7569 4.2747
H3 -0.3296 5.0129 6.3595
H4 -0.3710 3.8258 8.5270
H5 -0.0483 1.3831 8.5974
H6 0.3588 0.1268 6.5130
H7 0.1794 3.7435 -0.5157
H8 -0.0214 5.0206 -2.6455
H9 -0.1959 3.8157 -4.7845
H10 -0.1653 1.3521 -4.8219
H11 0.0602 0.0872 -2.7203
C14 -2.0652 -4.7135 -0.6482
Si1 -3.2254 -3.2002 -0.7127
C15 -4.4596 -3.1740 -2.1653
C16 -4.1880 -3.0485 0.9360
Se1 -1.9340 -1.2623 -1.1680
H12 -2.6314 -5.6198 -0.4622
H13 -1.3290 -4.6091 0.1439
H14 -1.5293 -4.8330 -1.5843
H15 -5.1414 -4.0174 -2.1349
H16 -3.9281 -3.1893 -3.1109
H17 -5.0450 -2.2591 -2.1388
H18 -4.9687 -3.8019 0.9756
H19 -4.6665 -2.0789 1.0349
H20 -3.5439 -3.1998 1.7971
C17 -4.0632 1.3096 0.7458
S2 -2.3096 1.3351 1.2642
O1 -1.9331 2.7474 1.2717
C18 -2.6685 0.8816 2.9842
C19 -2.8255 1.8687 3.9378
C20 -3.0895 1.5069 5.2478
C21 -3.1940 0.1691 5.5883
C22 -3.0330 -0.8138 4.6249
C23 -2.7636 -0.4578 3.3159
H21 -4.6092 1.9670 1.4100
H22 -4.4188 0.2894 0.7997
H23 -4.0988 1.6682 -0.2772
H24 -2.7334 2.9055 3.6459
H25 -3.2036 2.2727 6.0003
H26 -3.3950 -0.1106 6.6122
H27 -3.1195 -1.8568 4.8928
H28 -2.6082 -1.2116 2.5599


What is the net charge in the first record? 0


Which formula does entry 2 have? C23H28BCl51O4


The highest E belongs to which entry? C23H27NO4


Please write out number 3 again, unchanged.
Computed, not measured: C23H28BeN4OS2SeSi as an isolated structure in a non-equilibrium geometry, with ωB97M-V with the def2-TZVPD basis set.

Summary:
- Relative energy (zero: lowest compared OMol25 entry of this formula, charge and spin): 83.8 kJ/mol
- Kohn-Sham gap: 6.25 eV
- Net charge: 0
- Spin multiplicity: 1
- F_max: 2.58 eV Å⁻¹
- E: -127611.234 eV

Geometry (Å):
Be1 -0.6249 -0.3099 0.1137
S1 0.1776 -0.6757 1.9134
C1 0.5215 1.0502 1.8711
N1 0.6309 1.7593 2.9595
N2 0.4709 1.1714 4.1063
C2 0.2550 1.8738 5.2690
C3 0.0620 3.2559 5.2285
C4 -0.1726 3.9455 6.3989
C5 -0.2089 3.2762 7.6131
C6 -0.0218 1.9027 7.6517
C7 0.2039 1.1950 6.4877
N3 0.5929 1.7200 0.7294
N4 0.1874 1.1126 -0.3197
C8 0.1421 1.8459 -1.4942
C9 0.1346 3.2448 -1.4708
C10 0.0113 3.9418 -2.6547
C11 -0.0912 3.2641 -3.8623
C12 -0.0745 1.8781 -3.8848
C13 0.0436 1.1660 -2.7094
H1 0.3627 0.1480 4.1214
H2 0.0940 3.7569 4.2747
H3 -0.3296 5.0129 6.3595
H4 -0.3710 3.8258 8.5270
H5 -0.0483 1.3831 8.5974
H6 0.3588 0.1268 6.5130
H7 0.1794 3.7435 -0.5157
H8 -0.0214 5.0206 -2.6455
H9 -0.1959 3.8157 -4.7845
H10 -0.1653 1.3521 -4.8219
H11 0.0602 0.0872 -2.7203
C14 -2.0652 -4.7135 -0.6482
Si1 -3.2254 -3.2002 -0.7127
C15 -4.4596 -3.1740 -2.1653
C16 -4.1880 -3.0485 0.9360
Se1 -1.9340 -1.2623 -1.1680
H12 -2.6314 -5.6198 -0.4622
H13 -1.3290 -4.6091 0.1439
H14 -1.5293 -4.8330 -1.5843
H15 -5.1414 -4.0174 -2.1349
H16 -3.9281 -3.1893 -3.1109
H17 -5.0450 -2.2591 -2.1388
H18 -4.9687 -3.8019 0.9756
H19 -4.6665 -2.0789 1.0349
H20 -3.5439 -3.1998 1.7971
C17 -4.0632 1.3096 0.7458
S2 -2.3096 1.3351 1.2642
O1 -1.9331 2.7474 1.2717
C18 -2.6685 0.8816 2.9842
C19 -2.8255 1.8687 3.9378
C20 -3.0895 1.5069 5.2478
C21 -3.1940 0.1691 5.5883
C22 -3.0330 -0.8138 4.6249
C23 -2.7636 -0.4578 3.3159
H21 -4.6092 1.9670 1.4100
H22 -4.4188 0.2894 0.7997
H23 -4.0988 1.6682 -0.2772
H24 -2.7334 2.9055 3.6459
H25 -3.2036 2.2727 6.0003
H26 -3.3950 -0.1106 6.6122
H27 -3.1195 -1.8568 4.8928
H28 -2.6082 -1.2116 2.5599